Below is a molecular structure, C26H52Cl20IInNO2 in a non-equilibrium geometry, with properties calculated with ωB97M-V/def2-TZVPD.

Output
- E_tot: -297114.432 eV
- Strongest force on any atom: 2.296 eV/Å

Geometry as ORCA input:
```
! RIJCOSX wB97M-V def2-TZVPD def2/J DEFGRID3
* xyz -1 1
C 1.09 -4.17 -0.54
C 0.39 -3.02 -0.73
In 1.30 -1.11 -1.42
I 2.21 -1.43 -4.10
C 2.97 -0.46 -0.09
N 2.38 -0.04 1.19
C -0.30 0.48 -1.35
C -1.62 -0.18 -1.10
O -2.63 0.80 -0.53
C -3.61 0.11 0.06
O -4.02 0.33 1.17
H 1.50 -4.75 -1.36
H 1.22 -4.58 0.47
H -0.69 -3.06 -0.51
H 3.47 0.39 -0.54
H 3.66 -1.31 0.00
H 1.80 -0.77 1.59
H 3.11 0.18 1.87
H -0.28 1.02 -2.30
H -0.08 1.18 -0.55
H -2.08 -0.59 -2.00
H -1.50 -0.94 -0.33
H -4.04 -0.68 -0.58
Cl 3.68 -4.80 -0.14
C 5.31 -5.54 -0.14
C 5.63 -6.16 -1.48
Cl 4.63 -7.61 -1.82
H 5.35 -6.28 0.66
H 6.02 -4.75 0.08
H 6.67 -6.48 -1.49
H 5.48 -5.45 -2.29
Cl 8.76 -5.38 -2.19
C 9.57 -3.83 -1.83
C 9.50 -3.48 -0.37
Cl 7.84 -3.07 0.15
H 9.11 -3.06 -2.45
H 10.61 -3.94 -2.13
H 10.11 -2.60 -0.17
H 9.85 -4.29 0.26
Cl -5.00 4.87 2.91
C -3.96 3.41 2.91
C -4.31 2.46 4.02
Cl -3.90 3.12 5.63
H -2.93 3.74 2.98
H -4.11 2.92 1.95
H -3.75 1.54 3.90
H -5.37 2.22 4.02
Cl 2.29 3.38 -0.64
C 2.12 3.62 1.11
C 3.43 3.98 1.78
Cl 4.60 2.63 1.78
H 1.69 2.71 1.53
H 1.41 4.43 1.26
H 3.25 4.25 2.82
H 3.90 4.82 1.28
Cl 0.41 -6.83 -0.60
C -0.31 -8.45 -0.79
C -0.20 -8.96 -2.21
Cl -1.23 -8.04 -3.33
H -1.35 -8.40 -0.47
H 0.23 -9.12 -0.12
H -0.53 -9.99 -2.25
H 0.82 -8.90 -2.57
Cl -3.87 5.29 -3.81
C -4.19 3.64 -3.19
C -3.13 3.17 -2.23
Cl -1.56 2.88 -3.01
H -4.28 2.97 -4.05
H -5.15 3.67 -2.68
H -3.43 2.22 -1.79
H -2.96 3.89 -1.44
Cl -6.31 0.70 -1.86
C -7.13 0.00 -0.45
C -8.41 0.72 -0.12
Cl -8.10 2.37 0.48
H -6.44 0.02 0.39
H -7.35 -1.04 -0.69
H -8.95 0.19 0.66
H -9.07 0.80 -0.99
Cl -1.69 1.23 10.64
C -2.67 0.87 9.20
C -3.98 1.61 9.20
Cl -5.09 1.01 10.47
H -2.82 -0.20 9.15
H -2.08 1.18 8.33
H -4.48 1.47 8.24
H -3.84 2.68 9.36
Cl -5.49 7.35 0.43
C -3.77 7.79 0.58
C -2.87 6.87 -0.21
Cl -2.81 5.22 0.48
H -3.51 7.78 1.64
H -3.67 8.80 0.21
H -1.85 7.25 -0.19
H -3.20 6.79 -1.24
Cl 5.96 0.66 -7.28
C 4.32 1.24 -6.87
C 4.35 2.61 -6.23
Cl 5.08 2.58 -4.60
H 3.85 0.51 -6.22
H 3.76 1.29 -7.80
H 3.33 2.97 -6.11
H 4.91 3.32 -6.83
*
```


Below is a gas-phase ion, CH2NO4S (charge -1) in a non-equilibrium geometry, with properties calculated with ωB97M-V/def2-TZVPD.

Output
- Strongest force on any atom: 2.633 eV/Å
- ΔE to the lowest compared entry with this formula, charge and spin: 407.79 kJ/mol

Geometry as ORCA input:
```
! RIJCOSX wB97M-V def2-TZVPD def2/J DEFGRID3
* xyz -1 1
C 0.08 0.30 -1.55
N -0.80 0.42 -0.59
O 1.79 -0.91 1.34
O -1.99 0.50 -0.89
O -0.50 0.51 0.69
O -0.04 -1.23 2.80
S 0.74 -0.21 2.06
H -0.39 0.41 -2.46
H 1.10 0.22 -1.40
*
```